A 5-piece molecular cluster, C47H87FNO6P overall. Source: the Open Molecules 2025 dataset; level of theory: wB97M-V/def2-TZVPD.

SMILES: C=CC(=O)OCCCCCCc1c(F)c(P(C)CC)cc2c1C(=O)N(OC[C@@H](C)O)C2=O.CCCCCC.CCCCCC.CCCCCC.CCCCCC
Lowest unoccupied orbital energy in eV: -0.37
Gap between HOMO and LUMO in eV: 7.83

CARTESIAN COORDINATES (ANGSTROEM)
1 P -2.6539 3.5538 1.5603
2 F -2.5872 0.7555 2.3746
3 O 4.9826 1.6311 0.4148
4 O -1.2596 -1.2975 -2.7203
5 O 3.6214 1.5848 2.7138
6 O 2.1839 -0.2460 4.9066
7 O 2.6031 4.1099 4.1835
8 O 0.5797 0.0009 -2.5552
9 N 2.9578 1.7758 3.9441
10 C -2.9835 -3.0827 -6.3464
11 C -3.3669 2.3754 7.7974
12 C -6.0035 -2.8193 -5.5014
13 C -1.2673 5.1893 -0.2507
14 C -2.0723 -0.5432 -1.7961
15 C -2.7519 1.6199 8.9743
16 C -7.3259 -1.0442 -6.7714
17 C -0.2433 -0.2193 -4.7522
18 C -1.2755 2.6514 2.3776
19 C -6.6669 -2.4195 -6.8182
20 C 0.8594 2.6000 3.3281
21 C -2.7496 2.0626 6.4338
22 C -4.8547 -1.9147 -5.0526
23 C 0.5465 -1.0470 -5.4789
24 C 7.4956 2.0495 -2.8261
25 C -1.4046 1.3161 2.6875
26 C -2.1499 -1.1825 -0.3905
27 C -0.2849 -0.4890 -3.2524
28 C -2.0519 5.2602 1.0884
29 C -3.7073 -1.7776 -6.0516
30 C 5.7523 1.7254 1.6121
31 C -0.5424 -0.9043 3.6760
32 C -1.2465 2.3129 6.3288
33 C 8.3174 2.0207 -1.5421
34 C -2.9148 0.1062 8.8734
35 C -0.7691 -1.0368 0.2788
36 C -2.4229 -8.1698 -3.8862
37 C -0.5462 -2.0885 1.3790
38 C -1.3081 -1.8115 2.6982
39 C -2.9464 2.5848 0.0031
40 C -3.6783 -7.5884 -3.2429
41 C 8.5321 3.4040 -0.9283
42 C 2.2214 3.0163 3.8559
43 C -3.7338 -5.3428 -0.2199
44 C 6.2220 0.3420 2.0958
45 C -3.7120 -6.0616 -3.2518
46 C -2.4922 -5.7450 -0.9999
47 C -0.8580 3.7733 6.5382
48 C -2.5856 -5.3714 -2.4718
49 C 2.0023 0.7588 4.2750
50 C 10.7064 3.9224 -2.2155
51 C 4.8299 2.3316 2.6921
52 C 11.6495 3.6957 -1.0378
53 C 0.7234 1.2483 3.6104
54 C -0.1145 3.3180 2.6997
55 C 9.3142 4.3910 -1.7963
56 C -0.4332 0.5650 3.2970
57 H -3.4242 1.6332 0.2251
58 H -2.3052 -6.8160 -0.8805
59 H -6.5964 -0.2528 -6.5914
60 H -4.0689 -1.3408 -6.9871
61 H 11.2904 2.9029 -0.3798
62 H -0.7026 1.6824 7.0393
63 H -3.2623 2.6643 5.6755
64 H 7.2854 0.1921 1.9131
65 H -2.3386 -1.5069 2.5166
66 H -4.6245 -5.8640 -0.5742
67 H -0.8577 6.1837 -0.4620
68 H -1.1126 4.1203 7.5412
69 H -3.9698 -0.1683 8.8074
70 H -2.5821 -3.5134 -5.4255
71 H -2.4965 -0.3809 9.7557
72 H 0.0351 4.3683 2.4911
73 H -2.9175 -0.6890 0.2112
74 H -4.5511 -7.9545 -3.7905
75 H -5.6432 -3.8490 -5.5865
76 H -0.7949 0.6242 -5.1668
77 H -0.9112 -0.9757 4.7064
78 H -1.6254 -5.2358 -0.5676
79 H -3.9089 -4.2674 -0.3047
80 H -3.0699 -0.3687 -2.2132
81 H 0.2188 3.9038 6.4103
82 H 1.5754 -1.1814 -5.1469
83 H -2.3242 -7.8335 -4.9206
84 H -1.6273 -5.5866 -2.9536
85 H -1.9349 4.9326 -1.0730
86 H -3.4968 3.1829 -0.7245
87 H -8.0811 -1.0010 -5.9837
88 H -1.3616 4.4174 5.8132
89 H -2.9813 -1.0715 -5.6371
90 H -2.9578 5.8511 0.9564
91 H -3.6496 -3.8130 -6.8100
92 H 11.1425 4.6830 -2.8690
93 H -4.4375 2.1515 7.7516
94 H -3.2364 1.9616 9.8932
95 H 4.5104 2.4622 0.3056
96 H -2.1513 -2.9213 -7.0344
97 H 5.3140 2.3659 3.6708
98 H -1.6921 1.8689 9.0765
99 H -0.9860 -3.0199 0.9975
100 H 10.6382 3.0090 -2.8124
101 H 0.4795 -1.2878 3.7175
102 H -1.3801 -2.7903 3.1918
103 H -2.3994 -0.2979 8.0004
104 H -2.7187 -4.2859 -2.5425
105 H -3.7768 -7.9671 -2.2216
106 H -2.4683 -9.2601 -3.8914
107 H -5.9422 -2.4517 -7.6364
108 H 4.6442 3.3776 2.3947
109 H -2.9520 1.0187 6.1727
110 H 9.4067 5.3347 -1.2489
111 H 9.0392 3.2862 0.0347
112 H 11.7616 4.6077 -0.4476
113 H -1.5209 -7.8817 -3.3440
114 H -3.6129 -5.5828 0.8381
115 H 6.5161 2.4987 -2.6508
116 H 0.1305 -1.5859 -6.3278
117 H 5.5837 -0.4176 1.6433
118 H 8.7351 4.6230 -2.6948
119 H -1.9721 2.3643 -0.4545
120 H 6.0421 0.2986 3.1725
121 H -7.8187 -0.8262 -7.7202
122 H 12.6387 3.4034 -1.3937
123 H -3.6684 -5.7098 -4.2882
124 H -4.4571 -2.3042 -4.1086
125 H -5.2433 -0.9174 -4.8240
126 H -0.4349 4.4856 -0.1815
127 H -0.0478 -1.2637 -0.5145
128 H -6.7614 -2.8326 -4.7114
129 H 7.5551 3.8445 -0.6999
130 H 6.5738 2.4347 1.4455
131 H 9.2779 1.5329 -1.7314
132 H -1.6163 0.4392 -1.6364
133 H -2.4021 -2.2379 -0.5448
134 H 7.7959 1.3965 -0.8109
135 H -1.4070 5.6594 1.8701
136 H -4.6821 -5.7338 -2.8662
137 H -0.5614 -0.0090 0.5853
138 H 7.3369 1.0364 -3.1985
139 H -7.4315 -3.1636 -7.0575
140 H -3.2949 3.4496 7.9918
141 H -0.9180 2.0071 5.3353
142 H 7.9973 2.6141 -3.6144
143 H 0.5094 -2.3055 1.5645

Cartesian forces (eV/Å) of the 3 atoms listed first:
P -1.60 -0.16 1.21
F -0.13 -0.22 -0.02
O 0.43 -0.38 -0.16

Atomic partial charges in e from the Löwdin method, atoms 1 to 6:
1 P 0.9781
2 F 0.0574
3 O -0.0362
4 O -0.0111
5 O -0.0385
6 O 0.1651